1.
116
Properties=species:S:1:pos:R:3:forces:R:3 method="wB97M-V/def2-TZVPD" spin_multiplicity=6 energy_ev=-178916.54459 homo_ev="-9.683 / -9.720" charge=+1 lumo_ev="-1.73 / -3.47" s2=8.76
Ru 0.231 0.279 0.115 -0.083 -0.286 0.126
O 1.726 2.965 4.942 -0.020 -0.022 -0.068
C 0.941 1.947 5.327 -0.074 0.002 -0.026
C 0.650 1.848 6.689 0.011 -0.028 0.013
C -0.157 0.836 7.160 -0.038 -0.016 0.000
C -0.698 -0.111 6.288 0.028 -0.005 -0.003
C -0.407 -0.025 4.945 0.019 0.014 0.033
C 0.408 0.994 4.438 0.055 -0.029 -0.008
C 0.699 0.996 2.991 0.149 0.029 0.134
O 0.316 -0.011 2.289 -0.218 0.272 -0.257
N 1.382 2.014 2.504 -0.157 -0.044 -0.081
N 1.585 1.873 1.150 0.197 -0.084 -0.389
C 2.442 2.650 0.610 0.068 0.089 0.226
S 2.756 2.627 -1.119 -0.130 -0.052 0.019
C 4.308 3.552 -0.979 -0.023 -0.032 -0.011
C 4.132 4.591 0.110 0.046 0.002 0.049
S 3.386 3.786 1.554 -0.010 0.022 -0.020
H 1.793 2.935 3.962 0.032 0.007 0.018
H 1.079 2.584 7.355 -0.017 0.014 -0.011
H -0.378 0.782 8.219 0.021 -0.009 0.001
H -1.323 -0.908 6.666 -0.024 0.020 -0.001
H -0.802 -0.747 4.243 0.050 -0.015 0.050
H 4.497 4.008 -1.950 0.024 0.011 0.013
H 5.116 2.861 -0.743 0.023 0.026 0.005
H 3.487 5.407 -0.216 0.007 0.001 -0.026
H 5.090 4.999 0.428 -0.005 0.018 -0.027
N -7.759 0.899 3.036 -0.038 -0.093 -0.032
C -6.728 0.648 2.169 -0.013 0.045 0.007
C -6.706 1.243 0.901 -0.041 -0.015 0.003
C -5.675 0.988 0.023 0.054 -0.012 -0.026
C -4.653 0.122 0.391 0.109 0.165 0.153
C -4.676 -0.500 1.634 -0.089 0.036 -0.040
C -5.700 -0.237 2.520 -0.002 -0.038 -0.003
S -3.299 -0.156 -0.680 0.162 -0.169 0.035
O -2.915 -1.536 -0.552 0.076 -0.036 -0.039
O -3.649 0.354 -1.979 -0.039 0.045 -0.010
N -1.986 0.684 -0.106 -0.236 0.034 -0.033
C -1.965 2.044 -0.263 -0.036 -0.170 -0.157
N -0.706 2.517 -0.335 -0.108 -0.081 -0.058
C -0.541 3.824 -0.504 0.131 0.001 0.111
C -1.614 4.683 -0.610 -0.076 -0.021 -0.044
C -2.872 4.099 -0.515 0.023 0.000 0.028
N -3.058 2.800 -0.343 -0.151 -0.024 -0.003
H -8.401 1.644 2.841 0.019 0.015 0.018
H -7.691 0.597 3.990 0.012 0.038 0.002
H -7.513 1.906 0.612 0.010 0.005 -0.005
H -5.649 1.447 -0.955 0.017 0.034 0.036
H -3.901 -1.210 1.886 0.068 -0.019 0.036
H -5.728 -0.727 3.486 0.015 0.003 -0.007
H 0.480 4.180 -0.565 0.010 0.004 0.021
H -1.480 5.744 -0.758 -0.014 0.004 0.020
H -3.773 4.702 -0.573 0.012 0.017 -0.018
N 0.560 -0.023 -2.016 0.182 -0.196 0.322
S -0.670 0.204 -3.021 -0.039 0.410 -0.122
C -0.836 -1.242 -4.046 0.089 -0.035 0.048
C -1.321 -1.127 -5.343 0.009 -0.018 0.022
C -1.516 -2.281 -6.084 -0.021 -0.038 0.020
C -1.245 -3.524 -5.525 -0.010 0.043 -0.015
C -0.788 -3.620 -4.219 -0.011 -0.044 0.031
C -0.582 -2.474 -3.463 -0.040 0.030 0.036
C -0.140 1.437 -4.195 0.083 -0.087 0.067
C -0.774 2.667 -4.113 -0.041 0.003 -0.020
C -0.315 3.716 -4.902 -0.007 -0.006 0.001
C 0.767 3.522 -5.747 0.007 -0.027 0.016
C 1.395 2.281 -5.817 0.003 -0.006 -0.007
C 0.944 1.229 -5.039 -0.006 0.062 -0.046
H 1.354 -0.521 -2.409 -0.006 0.099 -0.112
H -1.543 -0.159 -5.770 0.014 0.007 -0.010
H -1.889 -2.208 -7.097 0.008 -0.004 -0.002
H -1.403 -4.421 -6.108 -0.006 -0.002 0.000
H -0.605 -4.589 -3.775 0.002 0.034 -0.012
H -0.259 -2.534 -2.428 -0.012 -0.002 -0.032
H -1.618 2.797 -3.445 0.007 -0.003 0.003
H -0.804 4.679 -4.855 0.002 -0.006 0.003
H 1.126 4.340 -6.358 -0.006 -0.007 -0.010
H 2.234 2.133 -6.485 -0.004 0.014 -0.001
H 1.421 0.258 -5.095 -0.004 -0.002 0.018
C 4.474 -0.500 -0.366 0.002 -0.049 -0.037
As 2.916 -0.908 0.747 0.239 0.043 -0.071
C 3.277 -2.792 1.112 -0.158 -0.022 -0.008
C 3.655 -0.241 2.423 -0.076 0.018 0.045
H 5.319 -1.122 -0.073 0.011 0.014 0.007
H 4.730 0.548 -0.217 0.018 -0.003 -0.019
H 4.252 -0.657 -1.420 0.016 -0.012 0.001
H 4.198 -2.853 1.691 0.012 -0.046 -0.015
H 3.393 -3.362 0.194 -0.020 -0.008 -0.064
H 2.456 -3.212 1.693 0.003 -0.021 -0.014
H 4.632 -0.700 2.570 0.009 0.007 0.006
H 2.999 -0.516 3.248 0.015 0.000 0.010
H 3.762 0.841 2.408 -0.005 0.004 -0.012
C -1.040 -5.789 2.651 0.122 0.104 0.078
N -1.375 -4.530 1.992 -0.245 -0.160 -0.108
N -0.620 -4.086 0.915 0.200 -0.121 0.035
C -0.631 -2.707 0.890 0.070 -0.203 -0.168
O -0.054 -2.063 -0.019 -0.072 0.413 0.300
C -1.395 -2.303 2.016 -0.058 0.152 0.111
C -1.793 -3.425 2.669 -0.030 -0.041 0.003
C -2.543 -3.558 3.948 0.002 0.001 -0.023
C -0.326 -4.961 -0.165 -0.170 -0.013 0.010
C -1.153 -6.049 -0.422 -0.081 0.032 -0.045
C -0.825 -6.941 -1.431 0.019 -0.004 0.000
C 0.315 -6.745 -2.198 -0.015 0.009 0.041
C 1.107 -5.630 -1.967 0.015 -0.001 -0.029
C 0.791 -4.734 -0.957 0.094 -0.033 0.038
H -0.385 -6.368 2.009 -0.021 -0.011 -0.042
H -1.944 -6.364 2.838 -0.012 0.008 -0.009
H -0.523 -5.607 3.595 0.019 0.005 -0.007
H -1.610 -1.284 2.275 -0.007 -0.015 -0.011
H -2.814 -2.571 4.317 -0.008 -0.002 -0.009
H -1.939 -4.052 4.711 0.004 0.007 0.001
H -3.452 -4.144 3.808 0.001 0.003 0.001
H -2.061 -6.188 0.149 0.025 -0.001 0.029
H -1.468 -7.791 -1.617 0.001 0.005 -0.006
H 0.579 -7.453 -2.973 -0.005 0.010 -0.015
H 1.986 -5.454 -2.574 0.000 0.001 0.002
H 1.396 -3.862 -0.779 0.087 0.037 0.049


2.
106
Properties=species:S:1:pos:R:3:forces:R:3 method="wB97M-V/def2-TZVPD" spin_multiplicity=6 energy_ev=-140496.87952 homo_ev="-7.499 / -7.511" lumo_ev="0.19 / -0.72" s2=8.77
Fe -1.784 -0.280 -1.812 -0.258 -1.129 0.133
C 5.083 -0.214 3.812 0.511 -0.344 1.820
S 4.300 -1.721 3.242 -0.221 -0.170 0.354
C 4.192 -1.456 1.476 0.646 -0.766 0.005
C 3.540 -0.211 1.022 -0.587 1.677 -0.222
C 2.121 0.087 1.537 1.266 0.826 1.034
N 1.046 0.291 0.624 -1.769 -1.117 -1.139
P 0.306 -1.013 -0.252 -0.532 1.494 -0.134
C 1.589 -1.555 -1.393 -0.504 -0.487 -0.059
C 1.687 -0.873 -2.593 0.302 0.067 0.604
C 2.705 -1.206 -3.447 0.045 0.586 -0.991
C 3.542 -2.256 -3.145 1.020 -0.596 -1.710
C 3.393 -3.021 -2.011 0.261 -0.114 0.028
C 2.381 -2.659 -1.150 0.109 -0.418 0.661
C 0.011 -2.437 0.781 0.503 -0.218 -0.206
C -0.458 -3.495 -0.013 -0.881 -0.165 -0.332
C -0.766 -4.718 0.548 -0.009 -0.631 0.458
C -0.548 -4.863 1.908 0.278 -0.362 -0.394
C 0.039 -3.879 2.660 -0.133 -0.407 1.290
C 0.302 -2.636 2.123 -0.232 0.714 1.304
P 0.609 1.781 -0.097 0.254 0.296 0.228
C 2.300 2.472 -0.305 0.538 -0.008 -0.547
C 3.126 3.156 0.598 -0.790 0.253 0.833
C 4.461 3.451 0.293 -0.979 -0.183 0.492
C 5.011 2.999 -0.889 -0.396 0.403 -0.329
C 4.200 2.324 -1.808 0.154 0.055 0.495
C 2.866 2.085 -1.536 -0.541 -0.035 -0.076
C -0.060 2.878 1.205 0.595 -0.835 -0.288
C -0.406 4.132 0.776 -0.133 1.508 -0.667
C -0.874 5.064 1.688 -0.634 1.026 -0.424
C -0.957 4.738 3.033 -0.164 1.283 0.696
C -0.533 3.503 3.493 -0.645 0.741 -1.102
C -0.170 2.570 2.543 0.108 -0.823 0.849
H 5.062 -0.291 4.950 -0.124 0.212 -1.423
H 4.565 0.690 3.511 -0.016 0.087 -0.046
H 6.147 -0.190 3.558 -0.196 0.165 -0.248
H 3.717 -2.365 1.108 -0.224 0.036 -0.033
H 5.174 -1.436 1.015 0.438 -0.278 0.141
H 3.576 -0.214 -0.057 -0.092 0.156 -0.471
H 4.135 0.664 1.343 0.111 -0.469 -0.349
H 2.193 1.010 2.123 -0.055 -0.070 0.027
H 1.911 -0.662 2.267 -0.507 -0.599 0.391
H 0.988 -0.089 -2.796 -0.205 0.328 -0.261
H 2.847 -0.668 -4.394 -0.126 -0.256 0.442
H 4.241 -2.553 -3.951 -0.126 0.193 0.847
H 4.062 -3.860 -1.815 -0.360 0.167 -0.036
H 2.161 -3.259 -0.280 0.181 -0.050 0.160
H -0.762 -3.322 -1.048 0.495 0.041 0.181
H -1.156 -5.622 0.042 0.119 1.075 -0.200
H -0.841 -5.774 2.371 -0.058 -0.689 0.395
H 0.197 -4.088 3.736 0.007 0.381 -0.855
H 0.548 -1.870 2.907 0.064 -0.512 -1.468
H 2.712 3.498 1.587 0.365 -0.376 -1.106
H 5.001 4.036 1.028 0.286 -0.068 -0.201
H 6.012 3.311 -1.139 0.228 -0.327 -0.102
H 4.612 1.956 -2.721 0.263 -0.024 -0.544
H 2.218 1.584 -2.290 0.692 0.453 0.676
H -0.302 4.472 -0.268 -0.039 -0.528 0.449
H -1.216 6.063 1.307 0.413 -1.059 0.565
H -1.343 5.494 3.749 0.355 -0.587 -0.544
H -0.574 3.322 4.538 0.003 -0.520 0.671
H -0.017 1.560 2.884 0.398 -0.324 -0.081
C -1.627 -3.236 5.370 -0.862 -2.997 -0.291
C -2.644 -3.866 4.607 0.137 0.312 0.925
C -3.380 -3.121 3.701 -0.977 -2.288 -0.299
C -3.074 -1.827 3.376 0.624 -0.355 0.480
C -2.048 -1.260 4.107 0.725 0.752 0.116
C -1.299 -1.974 5.077 -0.308 2.748 -0.139
N -3.902 -1.253 2.369 0.264 0.883 -0.312
N -3.293 -0.943 1.334 0.230 0.932 -0.171
C -4.094 -0.223 0.353 0.438 0.430 0.182
C -5.184 0.538 0.759 -0.596 -0.476 0.323
C -6.030 1.098 -0.211 -0.835 0.251 0.875
C -5.823 0.895 -1.557 0.554 -0.579 0.576
C -4.673 0.182 -1.902 0.029 1.003 -0.666
C -3.670 -0.181 -0.987 -0.512 -0.614 -0.115
H -1.124 -3.852 6.122 -0.006 0.456 -0.182
H -2.870 -4.918 4.827 -0.103 0.542 -0.269
H -4.234 -3.580 3.171 0.568 0.128 0.310
H -1.807 -0.215 3.992 0.044 0.223 -0.317
H -0.555 -1.423 5.672 -0.278 -0.293 -0.449
H -5.329 0.583 1.853 -0.400 0.201 -0.788
H -6.963 1.613 0.028 0.480 0.092 0.526
H -6.508 1.342 -2.286 0.308 -0.490 0.157
H -4.572 0.079 -2.975 0.700 -0.319 -0.107
C -0.038 -1.238 -5.665 -0.605 -0.031 -1.743
O -0.562 -1.748 -4.452 0.252 0.162 0.676
C -1.857 -2.058 -4.340 -1.209 0.043 -0.958
S -2.922 -2.064 -5.619 0.596 -0.010 0.358
S -2.466 -2.403 -2.729 0.999 0.566 -0.303
H 1.009 -1.441 -5.729 0.802 0.136 0.805
H -0.244 -0.159 -5.862 -0.061 -0.786 0.554
H -0.396 -1.809 -6.533 -0.523 0.221 0.308
C -3.328 2.832 -3.369 -1.170 -0.627 -0.357
C -2.000 2.392 -2.821 0.802 -0.547 -0.765
C -1.007 3.515 -3.040 1.629 -1.830 0.252
C -1.524 0.987 -3.415 -1.509 1.309 1.623
H -3.615 3.804 -2.993 -0.026 0.357 0.295
H -4.109 2.122 -3.048 0.301 0.491 -0.395
H -3.363 2.917 -4.466 0.251 -0.212 0.208
H -2.110 2.346 -1.745 -0.153 -0.316 0.622
H -0.840 3.674 -4.078 0.268 0.174 -1.010
H -0.036 3.352 -2.533 -0.240 -0.302 -0.420
H -1.347 4.393 -2.617 -1.068 2.070 0.818
H -0.496 1.003 -3.684 0.919 0.067 -0.402
H -2.166 0.693 -4.239 0.057 -0.151 -0.171